[1]
Below is C28H57InN3O6 as an isolated structure in a non-equilibrium geometry, with properties calculated with ωB97M-V with the def2-TZVPD basis set.

XYZ file:
```
95
C28H57InN3O6 ωB97M-V with the def2-TZVPD basis set
In -3.93 -4.78 -3.15
C -2.65 -1.24 -0.54
O -2.85 -0.57 0.42
O -2.09 -2.24 -0.72
O -3.47 -1.10 -1.44
C -2.93 4.96 4.68
C -4.46 5.13 4.35
C -5.08 6.32 4.98
C -4.56 7.70 4.42
C -4.81 7.78 2.92
C -4.21 6.48 2.13
N -4.59 5.27 2.85
O -4.50 4.08 2.15
C -4.81 6.54 0.73
C -2.68 6.59 2.04
C -5.22 3.91 4.86
H -2.34 5.87 4.69
H -2.45 4.35 3.91
H -2.83 4.57 5.70
H -6.17 6.27 4.94
H -4.85 6.27 6.04
H -3.58 7.97 4.81
H -5.14 8.48 4.92
H -4.58 8.75 2.48
H -5.88 7.71 2.70
H -5.89 6.39 0.76
H -4.67 7.50 0.24
H -4.31 5.78 0.13
H -2.29 5.64 1.65
H -2.38 7.33 1.30
H -2.36 6.89 3.03
H -6.29 4.01 4.66
H -5.13 3.73 5.93
H -4.82 3.05 4.32
H -3.57 3.90 2.04
C 2.17 -2.39 1.62
C 3.15 -1.37 2.37
C 4.51 -1.48 1.60
C 4.56 -0.62 0.32
C 4.20 0.83 0.72
C 2.79 1.03 1.24
N 2.60 0.03 2.40
O 1.28 0.10 2.90
C 2.60 2.51 1.74
C 1.73 0.76 0.09
C 3.38 -1.71 3.83
H 2.14 -2.27 0.53
H 2.41 -3.41 1.91
H 1.14 -2.08 1.78
H 5.37 -1.22 2.23
H 4.65 -2.51 1.25
H 5.50 -0.89 -0.16
H 3.86 -1.12 -0.35
H 4.37 1.42 -0.18
H 5.04 1.05 1.38
H 2.73 3.23 0.93
H 3.41 2.79 2.41
H 1.68 2.73 2.29
H 0.73 1.03 0.43
H 1.61 -0.26 -0.27
H 2.12 1.42 -0.68
H 4.10 -1.06 4.32
H 2.46 -1.72 4.42
H 3.83 -2.67 4.11
H 0.76 -0.34 2.23
C 2.25 -7.34 -5.42
C 1.50 -6.60 -4.27
C 2.46 -6.13 -3.20
C 3.28 -4.87 -3.59
C 2.44 -3.81 -4.10
C 1.44 -4.16 -5.19
N 0.72 -5.42 -4.77
O -0.11 -5.93 -5.78
C 0.34 -3.06 -5.27
C 2.23 -4.29 -6.53
C 0.56 -7.54 -3.53
H 1.54 -7.84 -6.09
H 2.86 -8.11 -4.95
H 2.80 -6.60 -6.00
H 2.08 -5.97 -2.20
H 3.30 -6.82 -3.11
H 4.12 -5.08 -4.25
H 3.78 -4.48 -2.70
H 3.11 -3.10 -4.58
H 1.95 -3.19 -3.35
H -0.25 -2.89 -4.37
H 0.65 -2.06 -5.56
H -0.41 -3.31 -6.02
H 3.25 -4.67 -6.53
H 1.76 -4.90 -7.30
H 2.47 -3.34 -6.99
H -0.01 -7.05 -2.75
H 1.13 -8.44 -3.32
H -0.23 -8.00 -4.13
H 0.48 -6.11 -6.51
```

Charge: +1
HOMO energy, eV: -9.38
Calculated total energy, eV: -51871.0365

---

[2]
Below is one molecule with the formula C5H6O2S in a non-equilibrium geometry, with properties calculated with ωB97M-V with the def2-TZVPD basis set.

XYZ file:
```
14
C5H6O2S ωB97M-V with the def2-TZVPD basis set
C -1.43 -1.97 1.12
C -0.80 -0.89 1.01
C -0.10 0.21 0.52
O -0.15 1.31 1.36
C -0.32 0.48 -0.94
O -0.61 1.81 -1.26
C 1.10 0.23 -0.44
S 1.67 -1.47 -0.70
H -1.76 -2.80 1.70
H -0.81 1.94 0.79
H -0.86 -0.27 -1.57
H 0.04 2.07 -1.99
H 1.76 1.14 -0.31
H 2.29 -1.78 0.72
```

SMILES: C#C[C@]1(O)[C@@H](O)[C@@H]1S
HOMO energy, eV: -8.96
Calculated total energy, eV: -20207.4706

---

[3]
Below is one molecule with the formula C17H21N5O in a non-equilibrium geometry, with properties calculated with ωB97M-V with the def2-TZVPD basis set.

XYZ file:
```
44
C17H21N5O ωB97M-V with the def2-TZVPD basis set
C 1.13 -2.74 1.16
C 0.27 -1.79 2.02
C -1.08 -2.49 2.35
C 0.01 -0.46 1.30
N 1.25 0.39 1.20
C 1.35 1.34 0.15
C 2.53 2.06 -0.11
C 2.56 2.94 -1.18
C 1.43 3.02 -1.96
C 0.27 2.27 -1.68
C -0.88 2.28 -2.62
O -1.04 3.21 -3.39
C -1.87 1.20 -2.65
C -3.21 1.49 -2.90
C -4.12 0.41 -2.87
C -3.66 -0.89 -2.68
N -2.37 -1.15 -2.45
C -1.56 -0.14 -2.49
N -0.34 -0.67 -2.32
N 0.26 1.47 -0.61
C 2.19 0.33 2.32
C 1.65 -0.34 3.58
N 0.97 -1.60 3.32
H 2.11 -2.30 0.93
H 1.36 -3.68 1.69
H 0.61 -3.01 0.24
H -1.72 -2.63 1.43
H -0.91 -3.46 2.75
H -1.61 -1.93 3.12
H -0.76 0.05 1.89
H -0.41 -0.66 0.30
H 3.41 1.97 0.55
H 3.45 3.55 -1.38
H 1.46 3.73 -2.83
H -3.56 2.50 -3.11
H -5.14 0.62 -3.06
H -4.38 -1.69 -2.72
H 0.21 -0.15 -1.64
H -0.47 -1.65 -2.10
H 3.08 -0.24 1.99
H 2.55 1.32 2.59
H 0.97 0.38 4.04
H 2.44 -0.46 4.36
H 1.58 -2.39 3.50
```

SMILES: CC1(C)CN(c2cccc(C(=O)c3cccnc3N)n2)CCN1
HOMO energy, eV: -8.17
Calculated total energy, eV: -27467.3304

---

[4]
Below is a 4-piece molecular cluster, C25H28F6NP overall in a non-equilibrium geometry, with properties calculated with ωB97M-V with the def2-TZVPD basis set.

XYZ file:
```
61
C25H28F6NP ωB97M-V with the def2-TZVPD basis set
C -0.30 -0.12 0.21
C -1.60 0.48 -0.28
C -1.58 1.99 -0.42
N -2.61 -0.21 -0.57
P -2.47 -0.84 -2.27
C -2.22 -1.45 -4.08
C -0.71 -1.31 -4.37
C -0.46 -1.05 -5.80
F -1.08 -1.87 -6.65
C 0.30 -0.10 -6.30
F -0.11 0.65 -7.28
F 1.50 0.19 -5.92
H -0.30 -1.20 0.15
H -0.04 0.26 1.20
H 0.48 0.23 -0.49
H -2.25 2.26 -1.23
H -0.58 2.26 -0.77
H -1.84 2.50 0.50
H -1.40 -1.71 -1.91
H -3.76 -1.38 -2.21
H -2.26 0.47 -2.78
H -2.54 -2.49 -4.15
H -2.82 -0.82 -4.75
H -0.38 -0.43 -3.80
H -0.24 -2.21 -3.99
F -4.47 -3.55 -0.60
C -5.65 -3.05 -0.19
C -6.81 -3.77 -0.40
C -8.01 -3.24 0.04
C -8.05 -2.00 0.66
C -6.87 -1.29 0.86
C -5.66 -1.81 0.44
H -6.76 -4.73 -0.89
H -8.93 -3.79 -0.11
H -8.99 -1.59 1.00
H -6.89 -0.32 1.34
H -4.73 -1.28 0.59
F 1.54 0.30 2.32
C 2.77 -0.22 2.56
C 3.24 -0.29 3.85
C 4.49 -0.83 4.09
C 5.26 -1.29 3.03
C 4.78 -1.21 1.73
C 3.52 -0.68 1.49
H 2.62 0.08 4.66
H 4.86 -0.89 5.10
H 6.24 -1.71 3.22
H 5.38 -1.56 0.91
H 3.12 -0.62 0.49
F 4.24 2.81 4.94
C 4.76 3.29 3.80
C 5.99 3.90 3.82
C 6.52 4.39 2.63
C 5.81 4.27 1.45
C 4.56 3.66 1.45
C 4.03 3.16 2.63
H 6.53 3.99 4.75
H 7.50 4.87 2.63
H 6.22 4.66 0.53
H 4.00 3.57 0.53
H 3.07 2.67 2.64
```

SMILES: CC(C)=N[PH3]CCC(F)=C(F)F.Fc1ccccc1.Fc1ccccc1.Fc1ccccc1
HOMO energy, eV: -7.65
Calculated total energy, eV: -53457.1404

---

[5]
Below is C56H112F24N10O18S8 as an isolated structure in a non-equilibrium geometry, with properties calculated with ωB97M-V with the def2-TZVPD basis set.

XYZ file:
```
228
C56H112F24N10O18S8 ωB97M-V with the def2-TZVPD basis set
C -2.37 -4.64 5.38
C -2.51 -4.89 6.88
C -1.20 -4.47 7.55
N -1.46 -4.07 8.96
C -2.18 -5.18 9.72
C -2.24 -2.83 9.17
C -1.80 -2.28 10.50
C -0.24 -2.43 10.43
C -0.11 -3.77 9.77
H -3.23 -5.01 4.84
H -1.48 -5.25 5.00
H -2.24 -3.56 5.19
H -2.79 -5.92 7.11
H -3.46 -4.40 7.19
H -0.61 -3.62 7.13
H -0.38 -5.25 7.57
H -2.39 -4.84 10.75
H -1.51 -6.01 9.68
H -3.11 -5.34 9.14
H -3.35 -3.00 9.12
H -1.98 -2.09 8.36
H -2.19 -2.90 11.28
H -2.23 -1.24 10.59
H 0.20 -2.38 11.50
H 0.23 -1.65 9.83
H 0.01 -4.58 10.49
H 0.70 -3.85 9.06
C -0.46 1.31 -0.60
C 0.42 0.34 0.11
C 0.63 -1.03 -0.64
N 1.29 -2.06 0.14
C 1.35 -3.16 -0.87
C 0.52 -2.49 1.37
C 1.53 -3.41 2.08
C 2.90 -2.89 1.70
C 2.65 -1.74 0.67
H -0.38 2.29 -0.08
H -1.56 1.01 -0.55
H -0.19 1.47 -1.68
H 0.10 0.18 1.15
H 1.36 0.81 0.37
H 1.20 -0.77 -1.55
H -0.40 -1.39 -0.83
H 0.31 -3.27 -1.31
H 1.68 -4.08 -0.43
H 2.06 -3.00 -1.67
H -0.49 -2.90 1.10
H 0.39 -1.58 1.92
H 1.42 -4.38 1.55
H 1.24 -3.53 3.14
H 3.46 -3.72 1.33
H 3.47 -2.50 2.54
H 3.29 -1.69 -0.16
H 2.52 -0.76 1.11
C -7.18 -2.56 5.18
C -6.81 -2.08 3.79
C -5.34 -2.02 3.69
N -4.66 -1.42 2.45
C -5.31 -2.12 1.28
C -3.21 -1.72 2.51
C -2.55 -0.46 1.82
C -3.66 0.38 1.30
C -4.81 0.09 2.27
H -8.16 -2.18 5.51
H -6.49 -2.25 5.99
H -7.23 -3.69 5.21
H -7.18 -1.05 3.60
H -7.22 -2.81 3.06
H -4.95 -3.07 3.76
H -5.08 -1.46 4.66
H -6.43 -1.95 1.32
H -5.06 -3.20 1.31
H -4.99 -1.66 0.35
H -3.01 -2.68 2.10
H -3.06 -1.77 3.58
H -1.88 -0.89 1.01
H -1.96 0.10 2.56
H -3.86 0.16 0.22
H -3.51 1.46 1.32
H -5.86 0.29 1.99
H -4.61 0.61 3.17
C 2.50 -7.74 -1.87
C 2.34 -8.07 -3.40
C 2.08 -6.76 -4.16
N 1.80 -6.83 -5.62
C 3.12 -6.89 -6.34
C 1.08 -5.63 -6.14
C -0.36 -5.89 -5.75
C -0.54 -7.40 -5.61
C 0.80 -7.99 -5.99
H 3.55 -7.67 -1.70
H 2.01 -8.56 -1.30
H 2.07 -6.79 -1.65
H 1.47 -8.76 -3.44
H 3.15 -8.56 -4.00
H 2.97 -6.17 -4.04
H 1.24 -6.25 -3.74
H 2.93 -7.23 -7.35
H 3.74 -7.68 -5.87
H 3.54 -5.94 -6.33
H 1.24 -5.71 -7.24
H 1.56 -4.67 -5.80
H -1.16 -5.53 -6.37
H -0.51 -5.42 -4.77
H -1.26 -7.71 -6.28
H -0.80 -7.66 -4.57
H 1.02 -8.07 -7.01
H 1.08 -8.88 -5.45
C 5.05 3.82 -3.46
C 3.78 3.49 -2.71
N 3.68 4.11 -1.28
C 3.79 5.62 -1.30
C 2.27 3.78 -0.82
C 1.90 4.13 0.59
C 4.72 3.45 -0.35
C 4.55 1.93 -0.11
O 3.81 1.69 1.05
C 4.61 1.62 2.24
H 4.96 3.25 -4.45
H 5.99 3.62 -2.97
H 5.02 4.86 -3.74
H 3.75 2.42 -2.55
H 2.92 3.91 -3.26
H 3.51 6.13 -0.35
H 3.03 6.00 -1.93
H 4.79 5.94 -1.51
H 2.17 2.70 -0.95
H 1.54 4.34 -1.48
H 1.45 5.10 0.81
H 2.61 3.84 1.36
H 1.05 3.50 0.90
H 4.63 4.02 0.63
H 5.65 3.72 -0.87
H 5.62 1.53 0.01
H 4.04 1.52 -1.01
H 5.21 2.54 2.34
H 5.20 0.62 2.29
H 3.88 1.56 3.04
C -1.92 12.24 -4.53
C -0.82 11.24 -4.65
N -1.24 9.79 -4.62
C -2.42 9.50 -5.56
C -0.14 8.85 -5.11
C 0.19 8.78 -6.63
C -1.67 9.35 -3.27
C -0.67 9.55 -2.13
O -0.82 10.92 -1.65
C -0.10 11.13 -0.46
H -2.72 11.92 -3.81
H -2.55 12.26 -5.43
H -1.56 13.28 -4.26
H -0.04 11.27 -3.88
H -0.39 11.35 -5.57
H -2.66 8.44 -5.21
H -2.08 9.69 -6.60
H -3.14 10.23 -5.35
H -0.48 7.91 -4.78
H 0.79 9.24 -4.67
H 0.09 9.84 -7.07
H -0.47 8.09 -7.20
H 1.23 8.46 -6.77
H -1.92 8.29 -3.20
H -2.50 10.01 -3.01
H 0.32 9.33 -2.53
H -0.91 8.84 -1.35
H 0.98 10.96 -0.59
H -0.35 10.33 0.17
H -0.23 12.15 -0.11
C -3.00 -3.56 -3.10
F -1.79 -3.18 -3.49
F -3.94 -2.71 -3.56
F -3.28 -4.77 -3.66
S -3.19 -3.59 -1.20
O -3.09 -2.27 -0.70
O -4.37 -4.34 -1.02
N -1.90 -4.31 -0.65
S -1.57 -5.92 -0.66
O -2.09 -6.62 -1.82
O -0.17 -6.09 -0.34
C -2.36 -6.59 0.90
F -1.90 -5.91 1.97
F -3.65 -6.47 0.82
F -2.15 -7.86 1.10
C 5.76 -4.62 -3.65
F 5.72 -5.95 -3.92
F 6.76 -4.38 -2.80
F 5.91 -3.89 -4.69
S 4.22 -4.01 -2.81
O 3.18 -3.91 -3.81
O 3.98 -4.88 -1.68
N 4.64 -2.59 -2.38
S 4.51 -1.21 -3.03
O 4.55 -1.18 -4.46
O 3.47 -0.32 -2.40
C 6.09 -0.46 -2.47
F 6.33 -0.91 -1.27
F 7.16 -0.82 -3.21
F 5.99 0.90 -2.46
C 0.72 3.33 -5.69
F 1.22 3.44 -6.95
F -0.26 2.44 -5.73
F 1.63 2.73 -4.85
S 0.24 4.95 -5.04
O 1.58 5.57 -4.89
O -0.72 5.62 -5.82
N -0.24 4.51 -3.60
S -1.37 5.04 -2.79
O -1.21 4.79 -1.43
O -1.81 6.35 -3.08
C -2.78 3.96 -3.26
F -3.80 4.41 -2.49
F -3.12 4.03 -4.51
F -2.61 2.66 -2.96
C -2.39 0.17 5.99
F -2.80 1.02 5.03
F -2.47 0.77 7.19
F -3.30 -0.85 5.99
S -0.68 -0.51 5.69
O -0.50 -1.36 6.82
O -0.64 -1.23 4.35
N 0.17 0.86 5.79
S 0.78 1.50 4.43
O 2.14 1.04 4.19
O -0.15 1.35 3.28
C 0.66 3.30 4.77
F -0.56 3.68 5.18
F 1.56 3.57 5.66
F 0.98 4.03 3.70
```

Charge: +2
HOMO energy, eV: -12.87
Calculated total energy, eV: -263524.6327

---

> What is the formula in the fourth record?

C25H28F6NP

---

> Look up the calculated total energy of the second one.

-20207.4706 eV